19
Properties=species:S:1:pos:R:3 method="wB97M-V/def2-TZVPD" lumo_energy_ev=0.86 e_above_lowest_kj_mol=206.2 charge=0 total_energy_ev=-10947.1299 homo_energy_ha=-0.3206
C 1.248 1.549 -1.161
C 0.243 0.323 -1.043
C -0.574 0.321 0.291
N -1.562 -0.814 0.219
C -0.998 -2.176 0.034
C 0.411 0.223 1.502
O 1.012 -0.660 2.091
O 0.609 1.451 1.954
H 2.211 1.116 -1.163
H 1.026 2.194 -0.284
H 0.970 2.172 -1.917
H -0.558 0.220 -1.836
H 0.773 -0.449 -1.324
H -1.249 1.242 0.353
H -2.307 -0.609 -0.395
H -0.065 -2.201 -0.562
H -1.842 -2.762 -0.387
H -0.709 -2.509 1.014
H 1.360 1.371 2.614